Record 1
{
  "formula": "C10H24N3O4Y",
  "method": "wB97M-V/def2-TZVPD",
  "symbols": ["Y", "C", "O", "H", "H", "H", "C", "C", "O", "N", "C", "H", "H", "H", "H", "H", "H", "H", "C", "C", "O", "N", "C", "H", "H", "H", "H", "H", "H", "H", "C", "C", "O", "N", "C", "H", "H", "H", "H", "H", "H", "H"],
  "coordinates": [[21.7252, 14.8867, -7.3185], [19.9533, 11.7340, -7.3442], [20.8206, 12.8401, -7.2982], [20.5027, 10.8602, -7.7035], [19.6442, 11.5007, -6.3186], [19.0605, 11.8755, -7.9543], [18.0493, 10.3238, -12.2170], [16.6433, 10.5360, -11.7188], [15.7198, 9.8595, -12.1222], [16.5065, 11.4456, -10.7036], [15.2666, 11.6070, -10.0006], [18.0638, 9.9614, -13.2425], [18.6820, 9.7174, -11.5735], [18.5515, 11.2930, -12.3701], [17.3499, 11.7988, -10.2943], [14.6340, 12.4062, -10.3927], [15.4100, 11.7552, -8.9294], [14.6271, 10.7254, -10.0675], [19.3987, 16.9184, -4.2220], [19.2840, 15.5114, -4.7285], [20.0221, 15.1113, -5.7077], [18.3626, 14.7150, -4.2704], [17.3649, 14.8957, -3.1979], [18.6895, 17.5452, -4.7568], [20.4156, 17.3044, -4.3374], [19.3690, 16.9399, -3.1298], [18.5046, 13.7893, -4.6725], [17.8587, 14.8662, -2.2360], [16.6781, 14.0568, -3.3168], [16.7026, 15.7064, -3.4957], [18.6297, 9.0366, -4.4853], [18.8627, 10.2206, -3.5942], [17.9674, 10.7511, -2.9578], [20.1691, 10.5477, -3.3791], [20.5783, 11.5793, -2.4445], [17.6119, 8.9083, -4.8389], [18.8783, 8.1426, -3.9066], [19.2830, 9.0125, -5.3636], [20.8161, 10.1233, -4.0211], [19.9807, 12.4898, -2.4724], [21.6119, 11.8855, -2.5990], [20.5196, 11.1206, -1.4560]],
  "mulliken_charge": [2.071, -0.253, -0.566, 0.295, -0.048, 0.203, -1.097, 0.710, -0.580, -0.146, -0.901, 0.322, 0.254, 0.328, 0.214, 0.278, 0.294, 0.327, -1.168, 0.685, -0.587, -0.015, -0.972, 0.311, 0.377, 0.373, 0.156, 0.354, 0.371, 0.389, -1.132, 0.636, -0.619, -0.113, -0.755, 0.307, 0.366, 0.300, 0.254, 0.117, 0.339, 0.320],
  "homo_lumo_gap_ev": 2.920,
  "charge": 2,
  "relative_energy_kj_mol": 424.4,
  "energy_ev": -24445.80356,
  "e_homo_ev": -13.132
}

Record 2
{
  "formula": "C48H112N4O16",
  "method": "wB97M-V/def2-TZVPD",
  "symbols": ["C", "C", "C", "C", "C", "C", "C", "C", "C", "N", "O", "H", "H", "H", "H", "H", "H", "H", "H", "H", "H", "H", "H", "H", "H", "H", "H", "H", "H", "H", "C", "C", "C", "C", "C", "C", "C", "C", "C", "N", "O", "H", "H", "H", "H", "H", "H", "H", "H", "H", "H", "H", "H", "H", "H", "H", "H", "H", "H", "H", "C", "C", "C", "C", "C", "C", "C", "C", "C", "N", "O", "H", "H", "H", "H", "H", "H", "H", "H", "H", "H", "H", "H", "H", "H", "H", "H", "H", "H", "H", "C", "C", "C", "C", "C", "C", "C", "C", "C", "N", "O", "H", "H", "H", "H", "H", "H", "H", "H", "H", "H", "H", "H", "H", "H", "H", "H", "H", "H", "H", "O", "C", "C", "O", "H", "H", "H", "H", "H", "H", "O", "C", "C", "O", "H", "H", "H", "H", "H", "H", "O", "C", "C", "O", "H", "H", "H", "H", "H", "H", "O", "C", "C", "O", "H", "H", "H", "H", "H", "H", "O", "C", "C", "O", "H", "H", "H", "H", "H", "H", "O", "C", "C", "O", "H", "H", "H", "H", "H", "H"],
  "coordinates": [[-5.1625, -43.9578, -5.4212], [-6.4538, -43.6837, -6.2661], [-6.3631, -44.4494, -7.6551], [-7.6807, -44.3136, -5.5438], [-8.3089, -43.2701, -4.4964], [-8.6468, -41.9234, -5.0055], [-7.4205, -41.3278, -5.7532], [-8.0309, -40.1153, -6.5846], [-6.4728, -40.7396, -4.6907], [-6.6920, -42.2518, -6.6230], [-5.6326, -41.6112, -7.2358], [-4.5684, -43.0440, -5.4072], [-5.4558, -44.2502, -4.4130], [-4.5596, -44.7382, -5.8855], [-6.3773, -45.5273, -7.4940], [-7.1702, -44.2599, -8.3629], [-5.3807, -44.3592, -8.1186], [-8.6236, -44.5630, -6.0303], [-7.5612, -45.1517, -4.8572], [-9.1516, -43.7305, -3.9807], [-7.6405, -43.0964, -3.6530], [-9.0824, -41.2358, -4.2805], [-9.4669, -42.2737, -5.6322], [-8.7499, -40.4994, -7.3082], [-7.2440, -39.5373, -7.0692], [-8.5739, -39.4884, -5.8773], [-7.0285, -40.2912, -3.8671], [-5.7572, -40.1212, -5.2326], [-5.8943, -41.5263, -4.2063], [-5.9259, -41.5583, -8.1484], [-3.7762, -45.8448, -13.3514], [-4.8654, -45.6040, -14.4097], [-5.1653, -46.9307, -15.1718], [-6.2322, -45.1418, -13.8213], [-6.2816, -43.7011, -13.4424], [-5.7935, -42.9286, -14.5500], [-4.3520, -43.1762, -15.1154], [-4.2209, -42.2080, -16.3532], [-3.2899, -42.7307, -14.0775], [-4.3599, -44.6604, -15.3922], [-3.2688, -45.0548, -16.1021], [-4.0383, -45.3702, -12.4058], [-3.7338, -46.8926, -13.0539], [-2.7682, -45.7832, -13.7616], [-4.3673, -47.3248, -15.8011], [-5.4678, -47.7856, -14.5670], [-6.0594, -46.8459, -15.7895], [-7.0573, -45.4516, -14.4626], [-6.3717, -45.5657, -12.8268], [-7.3026, -43.3855, -13.2277], [-5.5659, -43.5498, -12.6344], [-5.8525, -41.8460, -14.4380], [-6.5059, -43.1381, -15.3479], [-5.0053, -42.4746, -17.0615], [-3.2530, -42.3600, -16.8309], [-4.0946, -41.1650, -16.0629], [-2.4014, -42.9321, -14.6759], [-3.1844, -43.2255, -13.1120], [-3.2227, -41.6428, -14.0852], [-2.4410, -44.8366, -15.6678], [-7.7631, -38.7521, -10.7913], [-6.3201, -38.5461, -11.2991], [-5.7533, -39.9429, -11.4784], [-6.4448, -37.8670, -12.6087], [-5.1058, -37.2511, -13.1374], [-4.3046, -36.4365, -12.1016], [-4.1919, -37.1002, -10.6463], [-3.0603, -38.0844, -10.4485], [-3.9416, -35.9180, -9.6783], [-5.5689, -37.7123, -10.3673], [-5.6401, -38.2336, -9.0365], [-8.5707, -38.8688, -11.5140], [-7.7645, -39.7154, -10.2813], [-8.1320, -38.0941, -10.0045], [-5.5812, -40.4540, -10.5311], [-6.4170, -40.6508, -11.9749], [-4.8297, -40.0800, -12.0407], [-6.8379, -38.4946, -13.4086], [-7.0515, -36.9774, -12.4395], [-4.6866, -38.2454, -13.2916], [-5.4394, -36.8019, -14.0729], [-4.5748, -35.3806, -12.1100], [-3.2611, -36.3877, -12.4124], [-2.9538, -38.7214, -9.5704], [-2.1666, -37.4605, -10.4613], [-2.9530, -38.7344, -11.3169], [-2.9281, -35.5537, -9.8460], [-3.7953, -36.2134, -8.6394], [-4.7326, -35.1830, -9.8274], [-6.2917, -37.7432, -8.5300], [-1.2799, -44.2691, -4.6937], [0.0345, -44.5953, -3.9618], [0.6899, -43.2464, -3.5897], [-0.3276, -45.3572, -2.6088], [-0.6853, -46.8482, -2.6334], [0.5304, -47.4780, -3.4313], [0.7292, -47.0113, -4.9196], [1.8888, -47.8451, -5.3452], [-0.4198, -47.4458, -5.8529], [0.9133, -45.5157, -4.8057], [1.3026, -44.9013, -5.9720], [-1.9596, -43.5754, -4.1989], [-0.9994, -43.7031, -5.5820], [-1.7942, -45.1838, -4.9886], [0.8696, -42.6351, -4.4741], [-0.0176, -42.6755, -2.9884], [1.5797, -43.2969, -2.9622], [0.5139, -45.4001, -1.9173], [-1.2822, -45.0005, -2.2220], [-0.7756, -47.2284, -1.6159], [-1.5943, -46.9936, -3.2171], [0.6810, -48.5453, -3.2689], [1.4949, -47.1961, -3.0090], [1.8920, -48.9227, -5.5091], [2.7958, -47.7914, -4.7430], [2.1210, -47.4554, -6.3362], [-0.4443, -46.7599, -6.6997], [-1.4078, -47.2966, -5.4174], [-0.3343, -48.4474, -6.2745], [2.1705, -44.5376, -5.7818], [0.4495, -37.5556, -11.3249], [-0.0254, -38.3681, -12.3900], [0.0957, -39.8800, -12.0368], [-1.0904, -40.5197, -12.6170], [-0.0373, -37.6815, -10.5071], [-0.9959, -38.1572, -12.8391], [0.5985, -38.1277, -13.2508], [0.2449, -39.9612, -10.9601], [1.0225, -40.1770, -12.5275], [-1.2988, -41.3122, -12.1169], [1.4818, -44.2528, -10.8188], [1.5641, -45.6524, -10.4791], [0.5147, -45.8523, -9.4102], [-0.7920, -45.8527, -10.0329], [1.3948, -44.2364, -11.7747], [1.5392, -46.3730, -11.2965], [2.5879, -45.6523, -10.1051], [0.5684, -45.0317, -8.6947], [0.7328, -46.8323, -8.9858], [-1.0090, -44.9439, -10.2531], [-3.7230, -46.3406, -9.5038], [-4.2956, -47.4166, -8.7785], [-5.6602, -47.8179, -9.4167], [-6.3578, -48.8604, -8.6003], [-2.7703, -46.3943, -9.3984], [-3.6698, -48.3080, -8.8230], [-4.3640, -47.1072, -7.7356], [-5.3679, -48.1799, -10.4024], [-6.2918, -46.9619, -9.6541], [-6.1770, -49.6297, -9.1454], [-0.9474, -41.8230, -8.3654], [-2.2927, -42.1884, -7.9481], [-3.1233, -42.3483, -9.2309], [-2.8458, -43.4465, -10.1283], [-0.7096, -42.5893, -8.8926], [-2.2788, -43.1162, -7.3762], [-2.8386, -41.4003, -7.4293], [-2.8508, -41.5611, -9.9339], [-4.2015, -42.3855, -9.0754], [-3.2519, -44.2296, -9.7496], [4.8882, -40.4077, -7.4336], [3.7271, -41.0419, -8.0488], [2.4301, -40.8995, -7.1758], [2.1710, -39.5126, -7.0124], [5.0551, -39.5521, -7.8359], [3.6598, -40.7281, -9.0905], [4.0011, -42.0967, -8.0687], [2.7321, -41.3205, -6.2168], [1.5831, -41.4532, -7.5808], [2.9696, -39.1147, -6.6581], [-1.3797, -39.4918, -4.5289], [-0.5690, -39.2340, -5.6413], [-1.2349, -38.5489, -6.8621], [-0.2936, -38.4965, -8.0313], [-0.9948, -40.2462, -4.0770], [0.3448, -38.7371, -5.3152], [-0.3890, -40.2146, -6.0819], [-1.3938, -37.5461, -6.4657], [-2.1713, -38.9432, -7.2568], [0.5634, -38.8918, -7.8555]],
  "mulliken_charge": [-1.717, 2.383, -2.457, -1.163, -1.025, -1.091, 1.130, -1.663, -1.589, 0.018, 0.356, 0.300, 0.395, 0.154, 0.578, 0.434, 0.164, 0.411, 0.428, 0.524, 0.349, 0.527, 0.323, 0.486, 0.040, 0.455, 0.373, 0.272, 0.383, 0.133, -1.491, 2.103, -1.924, -1.791, 0.439, -1.595, 1.719, -1.952, -1.522, 0.254, -0.491, 0.118, 0.401, 0.256, 0.381, 0.415, 0.431, 0.521, 0.220, 0.629, -0.363, 0.267, 0.434, 0.458, 0.419, 0.336, 0.502, 0.071, 0.419, 0.358, -1.876, 2.362, -1.124, -1.598, -0.359, -1.187, 1.691, -0.581, -2.063, 0.150, -0.305, 0.344, 0.340, 0.389, -0.484, 0.665, 0.017, 0.401, 0.448, 0.048, 0.461, 0.404, 0.298, -0.455, 0.396, 0.127, 0.379, 0.317, 0.549, 0.270, -1.522, 2.033, -1.928, -1.287, -0.661, -1.881, 2.308, -2.081, -1.645, -0.014, -0.096, 0.485, 0.200, 0.141, 0.264, 0.363, 0.468, 0.427, 0.342, 0.398, 0.292, 0.463, 0.610, 0.420, 0.433, 0.372, 0.209, 0.187, 0.430, 0.254, -0.591, -0.329, 0.077, -0.447, 0.281, 0.046, 0.422, 0.034, 0.299, 0.165, -0.445, -0.871, -0.070, -0.454, 0.259, 0.373, 0.363, 0.066, 0.402, 0.108, -0.232, -0.232, -0.805, -0.532, 0.104, 0.414, 0.227, 0.557, 0.215, 0.343, 0.100, 0.016, -0.100, 0.131, -0.192, -0.150, 0.358, -0.083, 0.339, -0.120, -0.574, -0.653, 0.339, -0.487, 0.322, 0.367, 0.248, 0.047, 0.141, 0.289, -0.597, -0.129, 0.141, -0.498, 0.336, 0.242, -0.001, 0.362, -0.182, 0.300],
  "homo_lumo_gap_ev": 8.229,
  "charge": 0,
  "relative_energy_kj_mol": 692.3,
  "energy_ev": -90298.84571,
  "smiles": "CC1(C)CCCC(C)(C)N1O.CC1(C)CCCC(C)(C)N1O.CC1(C)CCCC(C)(C)N1O.CC1(C)CCCC(C)(C)N1O.OCCO.OCCO.OCCO.OCCO.OCCO.OCCO",
  "e_homo_ev": -7.922
}

Record 3
{
  "formula": "C20H35CuN4O2PS",
  "method": "wB97M-V/def2-TZVPD",
  "symbols": ["Cu", "C", "P", "C", "C", "O", "H", "H", "H", "H", "H", "H", "H", "H", "H", "C", "C", "N", "C", "C", "N", "C", "C", "H", "H", "H", "H", "H", "H", "H", "H", "H", "H", "H", "H", "C", "C", "C", "N", "C", "S", "N", "C", "O", "C", "C", "C", "C", "C", "C", "H", "H", "H", "H", "H", "H", "H", "H", "H", "H", "H", "H", "H", "H"],
  "coordinates": [[1.1204, 0.6085, 0.5925], [1.4355, 3.7915, 1.5847], [2.2871, 2.5489, 2.5890], [4.0562, 2.8766, 2.3883], [1.9333, 2.8888, 4.3229], [1.8956, 1.1358, 2.2349], [1.9666, 4.7424, 1.6225], [0.4203, 3.9248, 1.9583], [1.3805, 3.4447, 0.5520], [4.2822, 3.8707, 2.7761], [4.3263, 2.8472, 1.3337], [4.6354, 2.1346, 2.9366], [2.2276, 3.9073, 4.5778], [2.5163, 2.1919, 4.9258], [0.8753, 2.7404, 4.5311], [3.9442, -0.5203, 0.2139], [5.2086, -0.7190, -0.6605], [4.8854, -0.4666, -2.0618], [3.8013, -1.3532, -2.4723], [2.5223, -1.0509, -1.6472], [2.8265, -0.0309, -0.6203], [3.2393, 1.2066, -1.3168], [4.4738, 0.9235, -2.2140], [4.1066, 0.2042, 1.0129], [3.6269, -1.4563, 0.6754], [5.5910, -1.7370, -0.5763], [6.0078, -0.0361, -0.3677], [4.1338, -2.3809, -2.3204], [3.6227, -1.2099, -3.5388], [2.1388, -1.9413, -1.1464], [1.7271, -0.6580, -2.2788], [3.4573, 1.9603, -0.5572], [2.3897, 1.5587, -1.9066], [5.3174, 1.5582, -1.9386], [4.2448, 1.1076, -3.2646], [-2.9934, -3.5563, -2.4555], [-3.4273, -2.1926, -2.9912], [-2.5537, -1.0540, -2.4827], [-2.6675, -0.9474, -1.0316], [-1.8155, -0.3015, -0.2535], [-0.4639, 0.4831, -0.9153], [-1.9891, -0.2740, 1.1070], [-3.0426, -0.6296, 1.9777], [-2.7760, -0.7579, 3.1445], [-4.4225, -0.7918, 1.4431], [-5.1262, -1.9446, 1.7812], [-6.4196, -2.1278, 1.3190], [-7.0273, -1.1438, 0.5518], [-6.3503, 0.0351, 0.2655], [-5.0496, 0.2129, 0.7059], [-3.6324, -4.3429, -2.8540], [-3.0438, -3.6043, -1.3663], [-1.9654, -3.7729, -2.7520], [-4.4710, -1.9947, -2.7284], [-3.3654, -2.1972, -4.0795], [-2.8441, -0.1071, -2.9456], [-1.5070, -1.2267, -2.7337], [-3.4924, -1.3548, -0.6190], [-1.1633, 0.0255, 1.6053], [-4.6502, -2.6895, 2.4062], [-6.9584, -3.0316, 1.5688], [-8.0369, -1.2869, 0.1898], [-6.8419, 0.8217, -0.2916], [-4.5269, 1.1387, 0.4937]],
  "nbo_charge": [0.772, -1.013, 1.941, -1.010, -1.005, -1.173, 0.258, 0.262, 0.258, 0.258, 0.249, 0.263, 0.254, 0.264, 0.264, -0.255, -0.255, -0.404, -0.256, -0.257, -0.522, -0.259, -0.255, 0.203, 0.211, 0.212, 0.204, 0.209, 0.209, 0.209, 0.212, 0.187, 0.210, 0.207, 0.210, -0.611, -0.411, -0.218, -0.558, 0.358, -0.308, -0.644, 0.669, -0.523, -0.126, -0.197, -0.192, -0.183, -0.207, -0.220, 0.228, 0.199, 0.210, 0.204, 0.228, 0.213, 0.220, 0.426, 0.432, 0.237, 0.230, 0.229, 0.229, 0.225],
  "homo_lumo_gap_ev": 8.132,
  "charge": 1,
  "energy_ev": -96124.89291,
  "e_homo_ev": -10.431
}